(1)
Here is a 2-piece molecular cluster, CH5O4P2 overall at a distorted geometry from the Open Molecules 2025 dataset. Energies are from the ωB97M-V functional and the def2-TZVPD basis.

Last column: Löwdin charge in e.
Atoms and positions in Å:
P  2.26245  0.78022  0.64723  0.4793
P  0.60876  -0.88015  -0.00072  0.4264
O  3.41402  -0.12547  0.44871  -0.5469
O  2.05480  1.57562  -0.78182  -0.4048
O  0.40183  -2.08377  0.83202  -0.4541
O  0.71295  -1.09415  -1.46806  -0.4569
C  -2.33353  0.17491  0.36681  -0.0801
H  -3.22678  0.47487  0.90487  0.0086
H  2.19168  0.95220  -1.50677  0.0141
H  -2.06301  -0.83866  0.63747  -0.0058
H  -1.51281  0.83951  0.62090  -0.0002
H  -2.51036  0.22486  -0.70064  0.0202

- multiplicity = 1
- E_LUMO (eV) = 3.704
- electronic energy (eV) = -27889.82260
- energy relative to the best compared isomer or geometry (same formula, charge and spin) (kJ/mol) = 0.0
- net charge = -1
- frontier orbital gap (eV) = 8.1

---

(2)
Here is C34H39N5O3P2SZr as an isolated structure at a distorted geometry from the Open Molecules 2025 dataset. Energies are from the ωB97M-V functional and the def2-TZVPD basis.

Last column: Löwdin charge in e.
Atoms and positions in Å:
Zr  -2.28343  1.51948  -2.69573  1.6381
S  -0.56406  0.89495  0.58987  0.7268
P  -4.76485  2.11076  -2.36509  0.9970
P  -3.06592  -0.22905  -4.86922  1.1383
O  -0.15046  1.16066  -3.13099  -0.1378
O  -1.02012  2.17801  1.06111  -0.2495
O  -0.94314  -0.31644  1.28204  -0.2429
N  -5.74959  3.48225  -3.09185  -0.1937
N  -0.96297  0.84752  -1.05928  -0.1960
N  -3.10276  -0.48532  -6.72708  -0.2380
N  -4.39592  -1.67034  -4.73031  -0.2213
N  -6.00341  1.66469  -1.18170  -0.2411
C  -5.78322  -1.61859  -4.92983  -0.1581
C  -6.07312  2.22107  0.10362  -0.1221
C  -1.71070  -4.04846  -0.46896  -0.0897
C  -3.97221  -0.96298  -8.78828  -0.0525
C  -7.25733  1.09967  -1.47112  -0.1314
C  -3.33483  -1.28361  -0.35810  -0.2281
C  -3.50896  -3.84736  1.35667  -0.1673
C  -1.99873  -3.72416  0.96944  -0.1696
C  -6.99522  3.34837  -3.71507  -0.1251
C  -6.46458  5.55007  -3.68088  -0.0560
C  -2.41217  3.52532  -1.70431  -0.2477
C  -4.22453  -2.54536  1.63590  -0.0854
C  -7.45461  4.60471  -4.08590  -0.0413
C  -6.34180  -2.85208  -4.61559  -0.0454
C  -5.26854  -3.73140  -4.31973  -0.0526
C  1.36225  0.83435  -1.16686  -0.1462
C  -7.34412  1.99836  0.61138  -0.0489
C  2.16767  0.35434  1.07481  0.0131
C  0.13312  0.93355  -1.88373  -0.4306
C  -5.43312  4.83859  -3.08466  -0.1339
C  -4.08832  -2.98027  -4.38074  -0.1764
C  3.48532  0.32222  0.58482  0.0127
C  -2.24519  -3.34462  -1.47746  -0.1054
C  -2.88654  0.61634  -7.56666  -0.1810
C  -5.18575  0.86807  -3.61100  -0.4638
C  -3.38688  0.34276  -8.83942  -0.0624
C  2.67533  0.81519  -1.67145  0.0493
C  1.15218  0.74713  0.20702  -0.1898
C  -4.35283  1.04960  -4.89183  -0.4460
C  -3.98471  -1.38860  1.00277  -0.1061
C  3.72940  0.57931  -0.78189  -0.0068
C  -3.77078  -1.44699  -7.50029  -0.1238
C  -3.46732  -2.44038  -1.33559  -0.1904
C  -8.10419  1.31415  -0.39462  -0.0349
H  -4.50853  5.18823  -2.65164  0.0833
H  -3.06391  -3.28215  -4.21111  0.0996
H  -3.33780  0.99977  -9.70028  0.1082
H  -5.19203  2.69106  0.52227  0.1087
H  -3.55830  -4.42526  2.29707  0.1178
H  -7.70778  2.27668  1.59425  0.1127
H  -1.78770  -3.37455  -2.47767  0.0855
H  -5.02990  -0.11526  -3.13490  0.0715
H  2.80526  0.99766  -2.73980  0.1396
H  -7.43052  0.58827  -2.40605  0.0981
H  4.30785  0.08669  1.26818  0.1357
H  -1.63706  -2.71734  1.22524  0.0966
H  -4.99382  -2.61265  2.42616  0.1173
H  -2.03851  3.36670  -0.67755  0.0157
H  -4.06589  -2.39471  -7.07736  0.1053
H  -6.51896  6.62640  -3.80022  0.1125
H  -1.45495  -4.43646  1.60623  0.1134
H  4.76000  0.54235  -1.14384  0.1299
H  -7.47345  2.38159  -3.80812  0.0959
H  -4.99285  0.92856  -5.77776  0.1168
H  -8.40165  4.81964  -4.57134  0.1164
H  -9.14135  1.01111  -0.35092  0.1142
H  -6.24679  0.90588  -3.86991  0.0581
H  -1.62332  4.05558  -2.25870  0.0398
H  1.91669  0.06575  2.09522  0.1395
H  -5.32454  -4.78796  -4.12594  0.1095
H  -3.55066  -1.96862  -2.32706  0.0427
H  -2.27278  -1.05032  -0.21353  0.0538
H  -4.02622  -4.41918  0.56677  0.1188
H  -7.39843  -3.08267  -4.61812  0.1127
H  -4.12574  -0.41233  1.47411  0.1054
H  -3.77277  -0.37542  -0.82323  0.0620
H  -6.28991  -0.70647  -5.21639  0.1045
H  -3.89329  2.05895  -4.96941  0.0812
H  -2.41454  1.50763  -7.18159  0.0953
H  -0.95850  -4.83088  -0.63460  0.1130
H  -4.38277  -3.03671  -1.18913  0.1337
H  -4.48819  -1.47577  -9.59660  0.1139
H  -3.26877  4.20751  -1.61236  -0.0148

- multiplicity = 1
- E_LUMO (eV) = -8.860
- electronic energy (eV) = -80154.44783
- energy relative to the best compared isomer or geometry (same formula, charge and spin) (kJ/mol) = 41.4
- net charge = +2
- frontier orbital gap (eV) = 4.2

---

(3)
Here is a 5-piece molecular cluster, C34H80F4N4O23P5S overall at a distorted geometry from the Open Molecules 2025 dataset. Energies are from the ωB97M-V functional and the def2-TZVPD basis.

Last column: Löwdin charge in e.
Atoms and positions in Å:
S  1.34794  4.96823  -3.11980  0.5818
P  -4.43166  -3.04994  2.14376  0.4923
P  0.36886  -10.27719  -2.71614  0.4942
P  0.93434  -3.56620  -3.40745  0.5701
P  4.01888  7.21285  -3.27833  0.8880
P  -2.07370  3.87606  5.91902  0.5056
F  0.12114  4.07722  -2.90187  -0.0609
F  -0.27370  8.18098  0.10447  0.2090
F  -0.39170  6.51035  -1.20094  0.2139
F  0.30613  6.27447  0.85340  0.1884
O  1.84267  -10.23169  -2.70689  -0.2242
O  -0.97579  -10.51715  -1.89141  -0.1700
O  1.75816  -4.16653  -4.48650  -0.2263
O  -3.82541  -1.60332  1.69062  -0.1910
O  0.16548  9.43529  3.75956  0.1554
O  -3.13591  -3.64719  2.85581  -0.1673
O  -0.81307  4.84598  6.07217  -0.1626
O  0.95252  6.24762  -3.58936  -0.2238
O  -4.09332  -3.92892  0.83020  -0.2079
O  2.99484  8.46356  -3.32027  -0.2222
O  -5.90007  -2.92808  2.13144  -0.2191
O  -3.51865  3.64757  6.10103  -0.2185
O  2.29145  4.25409  -3.89086  -0.2027
O  -0.08181  -10.93612  -4.13657  -0.1882
O  -1.37747  2.85147  6.95403  -0.1947
O  -0.06618  -8.72977  -2.92385  -0.1942
O  5.50973  7.81565  -3.21716  -0.2153
O  -0.21716  -2.78674  -4.31632  -0.2152
O  2.25847  9.97430  4.18251  0.1084
O  0.06706  -3.39244  -2.06199  -0.1779
O  1.85281  -2.31240  -2.93167  -0.2054
O  -1.68043  3.21595  4.47052  -0.1882
O  4.91441  7.14321  0.82178  -0.0411
N  1.94341  5.15618  -1.59012  -0.1736
N  1.71006  7.32397  -0.62985  0.1757
N  7.88869  5.38634  0.05284  0.0120
N  3.74903  6.70688  -1.57093  -0.1383
C  1.48001  9.97372  1.86501  -0.0837
C  0.21144  -13.37477  -4.21819  -0.0740
C  -1.53175  -5.28111  -1.76211  -0.0581
C  -1.29232  -3.78788  -1.83737  -0.2452
C  -0.81699  -12.72291  -0.81136  -0.0758
C  -4.39397  -0.36755  2.10925  -0.2721
C  2.32316  8.79704  1.30946  -0.1360
C  -2.43571  -3.00963  3.92449  -0.2565
C  -1.60173  -11.78793  -1.71566  -0.2602
C  -1.97852  -4.28762  -5.15418  -0.0713
C  -0.79303  -3.39666  -5.46948  -0.2868
C  -0.42123  5.80470  5.09533  -0.2659
C  6.97085  6.49316  -0.29896  -0.2198
C  -1.36448  6.98572  4.96264  -0.0755
C  -3.85410  0.10946  3.44090  -0.0847
C  1.61062  4.16414  -0.54449  -0.0256
C  -5.11562  -4.41299  -0.03702  -0.2791
C  2.20448  8.65484  -0.22986  -0.0833
C  -3.21606  -2.99275  5.22776  -0.0667
C  2.45028  6.42664  -1.24616  -0.2942
C  0.31346  7.04318  -0.22871  -0.5991
C  -5.52726  -3.37250  -1.06103  -0.0643
C  3.19781  -1.42587  -4.76392  -0.0727
C  -2.56821  0.72406  7.08183  -0.0735
C  -2.56114  3.30477  3.35576  -0.2929
C  1.21656  9.75441  3.32962  -0.5243
C  5.54272  6.08198  0.10355  -0.3138
C  1.41060  -7.55991  -4.47531  -0.0660
C  -2.39728  4.58651  2.56142  -0.0682
C  0.64825  -12.01459  -4.72249  -0.2768
C  3.17897  -2.14947  -3.43113  -0.2881
C  0.91401  -7.70319  -3.04960  -0.2838
C  -2.16316  2.00131  7.79183  -0.2716
C  4.68280  5.65644  -1.13323  -0.1083
H  -5.97185  -4.77772  0.52828  0.1091
H  2.69222  8.56156  -4.23557  0.0820
H  -4.09070  -0.59296  4.24190  0.0644
H  -2.77014  -3.73174  -4.64955  0.0735
H  -1.52324  -3.58903  4.06493  0.1242
H  -2.76961  0.22747  3.40273  0.0775
H  0.37719  -13.46767  -3.14354  0.0573
H  -0.24698  5.30369  4.14085  0.0939
H  -1.21819  7.69063  5.77947  0.0864
H  1.99341  4.47663  0.42335  0.1057
H  0.43200  -6.77947  -2.74766  0.0650
H  0.46733  -11.95396  -5.79633  0.1192
H  1.63072  -8.52713  -4.92623  0.0720
H  -2.93229  0.91677  6.07273  0.0523
H  -3.18570  -3.97062  5.70782  0.0820
H  8.82581  5.77599  0.07734  0.0763
H  1.73171  -7.86612  -2.34837  0.1124
H  0.25404  -12.68330  -1.02327  0.0687
H  -1.82589  -12.23292  -2.68530  0.1013
H  -1.93521  -3.30483  -2.57170  0.0969
H  -1.16034  -13.75038  -0.92957  0.0842
H  -3.60056  3.19266  3.66623  0.1016
H  4.17591  -1.51911  -5.23741  0.0785
H  -4.69483  -5.27694  -0.55412  0.1060
H  -2.62374  5.46127  3.17140  0.0612
H  2.07175  7.85726  1.80024  0.1236
H  -5.67474  -2.39228  -0.60879  0.0715
H  -3.07232  4.59217  1.70389  0.0852
H  5.24077  7.96683  0.44465  0.0808
H  -4.13366  0.36022  1.33729  0.1167
H  1.57969  9.43900  -0.64861  0.1429
H  3.35759  9.02786  1.54947  0.1034
H  5.58330  5.23303  0.78366  0.1429
H  -2.56743  -11.57902  -1.25549  0.1227
H  3.71631  -1.55676  -2.68808  0.1117
H  0.64937  -7.08753  -5.09933  0.0721
H  -0.98313  -5.82919  -2.52157  0.0320
H  -1.12053  -2.57788  -6.11323  0.1165
H  1.72112  -11.88265  -4.57186  0.1098
H  -2.32640  2.45430  2.71425  0.1070
H  3.68906  -3.10965  -3.48898  0.1060
H  -6.45112  -3.66778  -1.55921  0.0805
H  0.57185  10.15507  1.30036  0.1184
H  -2.59354  -5.49777  -1.87537  0.0802
H  2.08974  10.87525  1.77256  0.1328
H  -1.53836  1.75696  8.65129  0.1183
H  2.98199  -0.36430  -4.62518  0.0692
H  -2.41289  6.67734  4.99327  0.0743
H  -3.34971  0.20609  7.63918  0.0839
H  -2.11075  -2.01458  3.61926  0.0993
H  5.61985  8.54163  -2.58092  0.0808
H  7.02071  6.68830  -1.36894  0.0993
H  -0.84789  -13.54751  -4.41334  0.0793
H  -1.20967  -5.67251  -0.79666  0.0925
H  0.77706  -14.16444  -4.71358  0.0827
H  -1.71088  0.05432  6.98608  0.0751
H  -0.94476  -12.44469  0.23472  0.0788
H  -1.68597  -5.11909  -4.51000  0.0611
H  3.18964  8.83719  -0.63597  0.1093
H  -4.74974  -3.25515  -1.81961  0.0639
H  -2.79283  -2.26512  5.92047  0.0699
H  2.30956  -6.94511  -4.50739  0.0715
H  -0.04093  -3.95859  -6.02610  0.1052
H  -4.26914  -2.75065  5.06358  0.0734
H  5.39627  5.45874  -1.93641  0.1170
H  -3.02767  2.53741  8.17918  0.1081
H  0.55349  6.17282  5.41921  0.1232
H  4.21489  4.70579  -0.89130  0.1216
H  7.26695  7.37059  0.28646  0.1193
H  3.00451  9.41036  3.93853  0.1146
H  2.10641  3.22053  -0.77727  0.1107
H  2.44393  -1.81295  -5.44759  0.0706
H  -5.48395  -0.42483  2.13634  0.1146
H  0.54714  3.95851  -0.44338  0.0934
H  7.69700  5.14921  1.02180  0.0705
H  -1.17772  7.51254  4.03019  0.0566
H  -1.37579  4.69083  2.18859  0.0559
H  -1.55835  -3.34923  -0.87471  0.1219
H  -2.39515  -4.70585  -6.07122  0.0831
H  -4.28952  1.07291  3.70374  0.0738

- multiplicity = 1
- E_LUMO (eV) = -4.995
- electronic energy (eV) = -157757.23286
- net charge = +1
- frontier orbital gap (eV) = 6.3

---

Number 3 is which compound?
C34H80F4N4O23P5S

---

Look up the multiplicity of the second one.
1